[1]
This record from OMol25 describes a molecular structure, C52H132BHgN12O20 in a non-equilibrium geometry. The level of theory is ωB97M-V/def2-TZVPD.

Element x y z (Å)
Hg (0.610, -4.028, -25.319)
O (0.732, -2.505, -20.957)
C (0.009, -1.665, -21.509)
O (-0.466, -0.491, -20.969)
B (-1.213, 0.242, -21.971)
O (-1.132, -0.584, -23.186)
C (-0.344, -1.557, -22.984)
O (0.032, -2.313, -23.862)
O (-0.549, 1.564, -22.238)
C (-1.330, 2.521, -22.020)
O (-1.051, 3.709, -22.058)
C (-2.736, 1.955, -21.596)
O (-2.640, 0.642, -21.574)
O (-3.754, 2.624, -21.402)
C (-3.692, -7.556, -20.930)
C (-4.143, -7.009, -19.628)
C (-3.995, -5.453, -19.544)
O (-2.626, -5.023, -19.335)
C (-2.542, -3.544, -19.455)
N (-5.501, -7.393, -19.566)
H (-2.616, -7.615, -20.772)
H (-4.100, -6.982, -21.762)
H (-4.077, -8.537, -21.207)
H (-3.564, -7.473, -18.829)
H (-4.524, -5.166, -18.635)
H (-4.571, -4.885, -20.274)
H (-2.955, -3.067, -18.566)
H (-2.911, -3.136, -20.396)
H (-1.474, -3.328, -19.452)
H (-5.573, -8.395, -19.675)
H (-5.983, -7.121, -18.722)
C (-9.053, 2.512, -22.023)
C (-9.273, 3.958, -22.397)
C (-8.008, 4.611, -23.102)
O (-6.951, 4.581, -22.111)
C (-5.714, 4.959, -22.694)
N (-10.335, 3.851, -23.346)
H (-9.808, 2.144, -21.328)
H (-8.107, 2.236, -21.558)
H (-9.053, 1.948, -22.956)
H (-9.521, 4.586, -21.541)
H (-8.282, 5.665, -23.149)
H (-7.773, 4.131, -24.052)
H (-5.800, 5.992, -23.029)
H (-5.363, 4.225, -23.419)
H (-4.943, 5.010, -21.926)
H (-10.507, 4.749, -23.775)
H (-10.119, 3.218, -24.103)
C (4.760, -6.470, -18.590)
C (4.088, -5.522, -19.605)
C (2.706, -4.882, -19.219)
O (1.751, -6.000, -19.157)
C (0.454, -5.667, -18.684)
N (5.017, -4.444, -19.868)
H (5.796, -6.677, -18.860)
H (4.271, -7.443, -18.619)
H (4.796, -6.101, -17.565)
H (3.994, -5.931, -20.611)
H (2.423, -3.946, -19.700)
H (2.914, -4.586, -18.191)
H (-0.225, -6.515, -18.771)
H (0.079, -4.839, -19.285)
H (0.512, -5.345, -17.644)
H (5.148, -3.781, -19.118)
H (5.936, -4.858, -19.931)
C (-3.236, -3.785, -27.403)
C (-1.817, -3.760, -26.886)
C (-1.281, -2.362, -27.173)
O (-0.002, -2.287, -26.599)
C (0.733, -1.246, -27.132)
N (-1.756, -4.203, -25.491)
H (-3.901, -3.039, -26.968)
H (-3.720, -4.760, -27.342)
H (-3.178, -3.658, -28.484)
H (-1.252, -4.496, -27.457)
H (-1.941, -1.538, -26.901)
H (-1.123, -2.280, -28.249)
H (1.781, -1.331, -26.847)
H (0.259, -0.347, -26.736)
H (0.745, -1.126, -28.215)
H (-2.410, -4.972, -25.471)
H (-2.175, -3.490, -24.911)
C (-6.099, -5.361, -23.200)
C (-5.016, -4.534, -23.964)
C (-4.263, -3.534, -22.965)
O (-3.279, -2.790, -23.704)
C (-3.749, -1.618, -24.416)
N (-4.248, -5.544, -24.742)
H (-7.038, -4.848, -22.992)
H (-5.807, -5.636, -22.186)
H (-6.349, -6.345, -23.598)
H (-5.492, -3.921, -24.729)
H (-3.748, -4.269, -22.346)
H (-4.792, -2.884, -22.268)
H (-3.870, -0.767, -23.746)
H (-4.690, -1.714, -24.958)
H (-2.907, -1.365, -25.061)
H (-4.861, -5.808, -25.500)
H (-3.971, -6.352, -24.202)
C (-7.009, -4.081, -18.955)
C (-6.286, -2.768, -18.500)
C (-7.031, -1.485, -18.933)
O (-6.926, -1.209, -20.327)
C (-5.770, -0.418, -20.705)
N (-6.027, -2.911, -17.127)
H (-6.920, -4.992, -18.363)
H (-6.753, -4.227, -20.004)
H (-8.080, -3.882, -18.999)
H (-5.333, -2.716, -19.027)
H (-6.653, -0.627, -18.377)
H (-8.088, -1.632, -18.711)
H (-5.679, 0.473, -20.083)
H (-5.925, -0.116, -21.741)
H (-4.817, -0.937, -20.603)
H (-5.625, -2.038, -16.818)
H (-5.317, -3.605, -16.938)
C (4.041, 0.045, -22.278)
C (4.598, -1.042, -21.319)
C (4.440, -0.686, -19.844)
O (4.947, -1.767, -19.058)
C (4.517, -1.800, -17.678)
N (3.932, -2.313, -21.565)
H (4.663, 0.938, -22.220)
H (3.018, 0.400, -22.151)
H (4.001, -0.354, -23.292)
H (5.663, -1.020, -21.551)
H (3.403, -0.445, -19.611)
H (5.068, 0.174, -19.612)
H (5.185, -2.458, -17.123)
H (3.483, -2.134, -17.756)
H (4.535, -0.800, -17.244)
H (2.966, -2.184, -21.298)
H (4.214, -2.993, -20.874)
C (2.381, 3.600, -21.846)
C (2.241, 4.292, -20.458)
C (3.326, 5.300, -20.260)
O (3.275, 5.754, -18.874)
C (4.058, 4.855, -18.006)
N (0.946, 4.861, -20.356)
H (3.114, 2.798, -21.763)
H (2.742, 4.395, -22.498)
H (1.502, 3.111, -22.267)
H (2.272, 3.485, -19.726)
H (3.211, 6.149, -20.935)
H (4.299, 4.869, -20.498)
H (3.952, 5.201, -16.978)
H (5.098, 4.774, -18.321)
H (3.563, 3.884, -17.994)
H (0.293, 4.140, -20.628)
H (0.742, 5.004, -19.377)
C (-4.398, 6.272, -18.669)
C (-5.876, 5.830, -18.798)
C (-6.776, 6.849, -19.596)
O (-7.081, 8.062, -18.895)
C (-8.096, 8.772, -19.600)
N (-5.882, 4.434, -19.296)
H (-3.876, 5.657, -17.937)
H (-4.244, 7.341, -18.526)
H (-3.900, 6.188, -19.636)
H (-6.338, 5.796, -17.811)
H (-7.750, 6.361, -19.639)
H (-6.424, 6.995, -20.617)
H (-9.063, 8.536, -19.155)
H (-8.148, 8.768, -20.689)
H (-7.979, 9.817, -19.313)
H (-5.237, 4.241, -20.050)
H (-6.746, 4.195, -19.762)
C (-3.763, 0.358, -18.107)
C (-2.359, 0.799, -17.627)
C (-2.312, 2.343, -17.350)
O (-1.376, 2.842, -16.468)
C (-1.054, 4.169, -16.703)
N (-2.099, 0.044, -16.455)
H (-3.879, -0.717, -18.245)
H (-3.994, 0.892, -19.029)
H (-4.508, 0.750, -17.415)
H (-1.575, 0.522, -18.331)
H (-3.227, 2.712, -16.886)
H (-2.370, 2.790, -18.343)
H (-0.770, 4.240, -17.753)
H (-0.173, 4.455, -16.129)
H (-1.879, 4.839, -16.457)
H (-2.632, 0.454, -15.701)
H (-1.134, 0.167, -16.183)
C (4.217, -5.218, -23.491)
C (2.788, -4.973, -23.832)
C (1.757, -5.404, -22.720)
O (0.504, -5.323, -23.392)
C (-0.559, -5.520, -22.506)
N (2.583, -3.594, -24.245)
H (4.909, -4.858, -24.252)
H (4.533, -6.234, -23.254)
H (4.450, -4.716, -22.552)
H (2.679, -5.587, -24.726)
H (1.940, -4.848, -21.801)
H (1.878, -6.454, -22.452)
H (-0.637, -6.571, -22.228)
H (-1.532, -5.157, -22.838)
H (-0.291, -4.929, -21.631)
H (3.422, -3.157, -24.599)
H (2.635, -3.189, -23.321)
C (0.189, 7.213, -24.005)
C (-0.067, 7.842, -22.678)
C (-1.469, 7.589, -22.049)
O (-2.409, 8.482, -22.626)
C (-3.762, 8.215, -22.294)
N (1.028, 7.505, -21.760)
H (1.232, 7.189, -24.321)
H (-0.404, 7.615, -24.826)
H (-0.077, 6.157, -23.954)
H (0.018, 8.923, -22.790)
H (-1.453, 7.748, -20.971)
H (-1.813, 6.582, -22.283)
H (-4.119, 7.188, -22.373)
H (-4.425, 8.779, -22.950)
H (-3.996, 8.582, -21.295)
H (0.760, 7.718, -20.809)
H (1.131, 6.506, -21.657)

As for the spin multiplicity: 2. The calculation puts the LUMO energy (spin up / spin down) at -0.50 / -0.49 eV. As for the total energy: -119740.1117 eV. The calculation puts the HOMO energy (spin up / spin down) at -5.64 / -8.14 eV. Its expectation value of S² is 0.7526.


[2]
This record from OMol25 describes a molecular structure, C4H13N2O in a non-equilibrium geometry. The level of theory is ωB97M-V/def2-TZVPD.

Element x y z (Å)
C (2.539, 0.344, -0.925)
C (-1.260, -1.455, 0.471)
C (1.393, 0.085, 0.039)
C (-1.159, -0.024, 0.019)
N (-1.027, 0.942, 1.636)
N (0.107, 0.311, -0.675)
O (-2.149, 0.495, -0.747)
H (2.488, -0.326, -1.782)
H (2.536, 1.372, -1.283)
H (3.485, 0.164, -0.427)
H (-1.174, -2.141, -0.372)
H (-2.219, -1.628, 0.955)
H (-0.486, -1.672, 1.199)
H (1.416, 0.749, 0.903)
H (1.427, -0.945, 0.391)
H (-1.777, 0.568, 2.206)
H (-1.289, 1.892, 1.370)
H (0.043, 1.304, -0.942)
H (0.132, -0.222, -1.557)
H (-3.027, 0.187, -0.482)

The calculation puts the LUMO energy at -3.18 eV. As for the total energy: -9379.1163 eV. The calculation puts the HOMO energy at -13.82 eV. The charge is +1. The energy relative to the best compared isomer or geometry (same formula, charge and spin) comes out at 56.9 kcal per mole.


[3]
This record from OMol25 describes a gas-phase ion, C3H7N2 (charge +1) in a non-equilibrium geometry. The level of theory is ωB97M-V/def2-TZVPD.

Element x y z (Å)
C (-0.401, -0.150, 0.859)
C (0.650, -1.137, 0.703)
C (0.657, 0.627, -1.427)
N (0.310, 0.014, -0.168)
N (-1.575, 0.515, 1.672)
H (1.516, -0.942, 1.500)
H (0.479, -2.020, 0.135)
H (1.725, 0.751, -1.428)
H (0.192, 0.059, -2.220)
H (0.053, 1.594, -1.628)
H (-1.999, -0.111, 2.379)
H (-2.184, 1.087, 1.174)

The calculation puts the LUMO energy at -4.03 eV. As for the total energy: -6194.5515 eV. The calculation puts the HOMO energy at -15.49 eV. The charge is +1. The energy relative to the best compared isomer or geometry (same formula, charge and spin) comes out at 68.3 kcal per mole.


[4]
This record from OMol25 describes a molecular structure, C8H15ClI2N2OPPm in a non-equilibrium geometry. The level of theory is ωB97M-V/def2-TZVPD.

Element x y z (Å)
I (-2.711, -1.486, -0.315)
I (-2.782, 1.131, -0.307)
Pm (2.045, -0.046, 0.253)
P (0.669, -0.134, -2.757)
C (-0.961, -0.132, -3.623)
C (1.378, 1.263, -3.709)
H (2.396, -1.742, -3.410)
H (1.417, -1.210, -4.814)
H (0.755, -2.387, -3.651)
C (1.387, -1.499, -3.754)
H (2.382, 1.505, -3.350)
H (1.414, 1.003, -4.775)
H (-0.758, -0.096, -4.701)
H (-1.527, 0.746, -3.292)
H (0.732, 2.138, -3.577)
H (-1.504, -1.043, -3.350)
C (-5.842, -0.356, -0.250)
O (-6.221, -0.315, 0.816)
Cl (4.530, -0.119, -0.063)
C (-0.288, 1.402, 5.135)
N (0.212, 0.471, 4.126)
C (0.088, -0.916, 4.203)
C (0.700, -1.440, 3.101)
N (1.308, -0.383, 2.405)
C (0.941, 0.768, 3.029)
H (-1.207, 0.958, 5.572)
H (0.449, 1.609, 5.932)
H (-0.560, 2.362, 4.663)
H (-0.498, -1.382, 4.983)
H (0.846, -2.437, 2.763)
H (1.207, 1.769, 2.716)

As for the spin multiplicity: 5. The calculation puts the LUMO energy (spin up / spin down) at -9.60 / -9.21 eV. As for the total energy: -68115.8840 eV. The calculation puts the HOMO energy (spin up / spin down) at -12.71 / -14.70 eV. Its expectation value of S² is 6.0310. The charge is +2.


Copy entry 4 word for word.
This record from OMol25 describes a molecular structure, C8H15ClI2N2OPPm in a non-equilibrium geometry. The level of theory is ωB97M-V/def2-TZVPD.

Element x y z (Å)
I (-2.711, -1.486, -0.315)
I (-2.782, 1.131, -0.307)
Pm (2.045, -0.046, 0.253)
P (0.669, -0.134, -2.757)
C (-0.961, -0.132, -3.623)
C (1.378, 1.263, -3.709)
H (2.396, -1.742, -3.410)
H (1.417, -1.210, -4.814)
H (0.755, -2.387, -3.651)
C (1.387, -1.499, -3.754)
H (2.382, 1.505, -3.350)
H (1.414, 1.003, -4.775)
H (-0.758, -0.096, -4.701)
H (-1.527, 0.746, -3.292)
H (0.732, 2.138, -3.577)
H (-1.504, -1.043, -3.350)
C (-5.842, -0.356, -0.250)
O (-6.221, -0.315, 0.816)
Cl (4.530, -0.119, -0.063)
C (-0.288, 1.402, 5.135)
N (0.212, 0.471, 4.126)
C (0.088, -0.916, 4.203)
C (0.700, -1.440, 3.101)
N (1.308, -0.383, 2.405)
C (0.941, 0.768, 3.029)
H (-1.207, 0.958, 5.572)
H (0.449, 1.609, 5.932)
H (-0.560, 2.362, 4.663)
H (-0.498, -1.382, 4.983)
H (0.846, -2.437, 2.763)
H (1.207, 1.769, 2.716)

As for the spin multiplicity: 5. The calculation puts the LUMO energy (spin up / spin down) at -9.60 / -9.21 eV. As for the total energy: -68115.8840 eV. The calculation puts the HOMO energy (spin up / spin down) at -12.71 / -14.70 eV. Its expectation value of S² is 6.0310. The charge is +2.